No. 1
Molecular formula: C21H16F3NO5S
Method: DFT, wB97M-V/def2-TZVPD

Geometry as XYZ:
```
47
Properties=species:S:1:pos:R:3:forces:R:3
C -2.8525 1.3575 -3.5793 0.1 0.5 0.2
O -2.3038 0.0660 -3.3499 0.1 0.2 0.0
C -1.2180 -0.0955 -2.5391 0.4 -0.6 0.3
C -0.6322 0.8501 -1.6713 -0.3 0.2 -0.7
C 0.4427 0.5505 -0.8170 -0.1 -0.9 0.4
C 0.9151 -0.7714 -0.7960 0.8 1.0 0.6
C 0.4159 -1.6739 -1.6909 -0.3 -0.7 -0.3
C -0.6484 -1.3924 -2.5449 0.7 0.1 0.8
O -1.0372 -2.4082 -3.3707 -1.1 -1.0 0.0
C -1.8297 -3.4462 -2.7137 -0.5 1.4 -1.1
C -2.0432 -4.6294 -3.6577 0.3 0.5 1.0
F -2.5978 -4.2603 -4.8114 0.3 -0.2 0.0
F -2.8825 -5.4775 -3.0309 -0.2 -0.1 -0.2
F -0.9074 -5.3055 -3.8683 0.0 0.1 -0.5
C 2.0735 -1.1563 0.1142 -0.7 0.4 -0.6
C 2.0590 -0.3856 1.4240 -1.6 -0.6 0.3
C 0.9232 -0.9372 2.3464 0.5 1.0 0.4
C -0.1920 -0.1935 2.6325 -0.1 -1.8 1.2
C -1.0037 -0.8470 3.6643 0.9 0.1 0.0
C -0.4152 -1.9699 4.2157 -0.5 1.4 -1.5
S 1.0509 -2.3731 3.3819 -0.3 1.1 -0.5
N 1.8475 1.0802 1.2021 0.2 -0.1 0.4
C 2.2257 1.9483 2.2420 -1.0 0.5 -0.9
C 1.8466 3.2725 2.2641 -0.4 -1.1 -0.1
C 2.1679 4.0909 3.4613 0.8 -1.2 0.1
O 3.1722 3.7940 4.0737 0.0 0.6 0.4
O 1.3197 5.0429 3.8836 0.9 -0.1 -0.2
C 1.1348 3.8033 1.1304 -0.4 1.7 -1.2
O 0.9124 5.0026 0.9368 0.2 0.0 0.7
C 0.7107 2.8969 0.1015 0.5 -3.3 0.3
C 1.0128 1.5285 0.1505 -0.3 2.3 0.4
H -3.5054 1.3672 -4.4610 0.1 -0.6 0.4
H -3.3933 1.7571 -2.7119 0.0 -0.3 -0.1
H -2.0830 2.0733 -3.8192 0.6 0.3 0.0
H -1.0086 1.8633 -1.7405 -0.1 0.0 0.3
H 0.8889 -2.6636 -1.7239 -0.4 0.3 -0.1
H -1.3758 -3.7792 -1.7947 0.3 -0.2 0.3
H -2.8387 -3.0416 -2.5149 0.4 -0.1 0.1
H 2.9957 -0.9305 -0.3810 0.7 0.2 -0.5
H 2.0654 -2.2405 0.2577 0.0 0.2 0.4
H 3.0247 -0.5240 1.8735 0.4 0.2 0.5
H -0.3795 0.7812 2.2076 -0.2 -0.1 0.0
H -1.9448 -0.4319 4.0235 0.3 -0.2 -0.1
H -0.8462 -2.5531 5.0051 0.1 -0.4 0.1
H 2.7815 1.5594 3.0963 -0.1 -0.3 -0.5
H 1.8646 5.4835 4.5708 -0.6 -0.1 -0.1
H 0.0873 3.3180 -0.6710 0.1 -0.1 -0.1
```
Forces are in eV/Å.

Spin multiplicity ... 1
F_max ... 3.34 eV Å⁻¹
E_HOMO ... -8.570 eV
HOMO-LUMO gap ... 8.32 eV
E_LUMO ... -0.2 eV
SMILES string ... COc1cc2c(cc1OCC(F)(F)F)C[C@H](c1cccs1)n1cc(C(=O)O)c(=O)cc1-2

These are the Löwdin partial charges, in e, on atoms 1 to 8: C -0.0662; O -0.0601; C -0.1708; C 0.0688; C -0.0890; C -0.1573; C 0.0428; C -0.1988

=====

No. 2
Molecular formula: C21H16F6N6O2PTl
Method: DFT, wB97M-V/def2-TZVPD

Geometry as XYZ:
```
53
Properties=species:S:1:pos:R:3:forces:R:3
Tl 0.2406 -0.7832 0.2741 -0.1 -0.1 0.0
O -1.2530 3.5341 3.5722 0.1 -0.1 0.1
C -0.5392 2.7073 3.0552 -0.2 0.1 0.0
N -0.8111 2.2981 1.7148 0.2 0.3 -0.2
C -2.0000 2.1163 1.2838 -0.1 -0.2 0.2
C -3.1821 2.0751 2.1161 -0.1 0.0 -0.1
C -4.4412 2.0248 1.5415 0.1 0.0 0.1
C -4.6072 1.9449 0.1498 0.1 0.0 -0.2
C -3.5213 1.8895 -0.7085 -0.1 0.1 0.1
C -2.1779 1.9775 -0.1955 -0.1 -0.2 -0.1
N -1.1258 1.9463 -0.9252 0.3 0.1 0.1
C -1.1410 2.1432 -2.3270 -0.1 0.1 0.1
O -1.7930 3.0634 -2.7589 0.0 0.0 -0.2
C -0.2216 1.3011 -3.1378 0.0 -0.1 -0.1
C -0.2310 1.4902 -4.5116 0.0 0.0 0.0
C 0.6548 0.7477 -5.2766 0.0 0.0 0.0
C 1.5031 -0.1355 -4.6347 0.0 0.0 0.0
C 1.4244 -0.2613 -3.2530 0.0 0.0 0.1
N 0.5739 0.4322 -2.5048 -0.1 0.2 -0.1
C 0.6997 2.1442 3.6341 0.0 0.0 -0.1
C 0.9572 2.3347 4.9829 0.0 0.0 -0.1
C 2.1350 1.8088 5.4907 0.0 0.0 0.0
C 2.9893 1.1489 4.6264 0.0 0.0 0.0
C 2.6374 1.0250 3.2849 -0.1 -0.1 -0.1
N 1.5026 1.4972 2.7842 0.1 -0.1 0.2
H -3.0634 2.1050 3.1897 0.0 0.0 0.0
H -5.3190 2.0382 2.1744 0.0 0.0 0.0
H -5.6099 1.9028 -0.2558 0.0 0.0 0.0
H -3.6623 1.7805 -1.7751 0.0 0.0 0.0
H -0.9052 2.2115 -4.9512 0.0 0.0 0.0
H 0.6854 0.8652 -6.3512 0.0 0.0 0.0
H 2.2145 -0.7316 -5.1889 0.0 0.0 0.0
H 2.0694 -0.9563 -2.7281 0.0 0.0 0.0
H 0.2563 2.8805 5.5984 0.0 0.0 0.0
H 2.3795 1.9162 6.5385 0.0 0.0 0.0
H 3.9184 0.7215 4.9769 0.0 0.0 0.0
H 3.2960 0.5187 2.5904 0.0 -0.1 0.0
N 1.0351 -3.5205 -1.8480 0.0 -0.1 0.1
C 0.8478 -4.3409 -2.8942 0.0 0.0 0.0
C -0.3150 -3.9427 -3.5142 0.0 0.1 0.0
C -0.7669 -2.8627 -2.7417 0.0 0.0 0.0
N 0.0550 -2.6130 -1.7295 0.0 -0.1 0.0
H 1.7345 -3.5890 -1.1210 0.0 0.0 0.0
H 1.5333 -5.1429 -3.1089 0.0 0.0 0.0
H -0.7693 -4.3690 -4.3907 0.0 0.0 0.0
H -1.6535 -2.2627 -2.8786 0.0 0.0 0.0
F 1.3770 -2.0410 2.5670 0.1 0.1 -0.1
P 1.9845 -3.3435 1.7779 0.0 0.0 0.3
F 0.4910 -3.5701 1.1635 0.0 0.1 -0.1
F 2.2693 -2.2987 0.4556 0.0 0.1 0.0
F 3.4389 -2.9954 2.3071 0.1 0.0 0.0
F 2.5333 -4.5365 0.8622 0.0 0.0 0.0
F 1.6731 -4.2942 2.9983 0.0 0.0 0.0
```
Forces are in eV/Å.

Spin multiplicity ... 2
F_max ... 0.39 eV Å⁻¹
E_HOMO (alpha / beta) ... -11.989 / -11.989 eV
HOMO-LUMO gap (alpha / beta) ... 5.32 / 3.94 eV
Net charge ... +1
E_LUMO (alpha / beta) ... -6.7 / -8.0 eV

These are the Löwdin partial charges, in e, on atoms 1 to 8: Tl 0.9653; O 0.1366; C -0.3611; N 0.2663; C -0.1914; C 0.1242; C 0.0406; C 0.0403

=====

No. 3
Molecular formula: C21H16N4OS2
Method: DFT, wB97M-V/def2-TZVPD

Geometry as XYZ:
```
44
Properties=species:S:1:pos:R:3:forces:R:3
C 1.4047 4.6254 -2.6629 -3.1 0.8 0.6
C 0.7784 3.1463 -2.4840 8.3 9.4 6.9
C 0.1457 2.8309 -3.4449 -10.3 -7.4 -13.2
C -0.4107 1.4714 -3.3526 -3.1 -1.9 -2.5
C -0.3519 0.7204 -2.2179 2.6 -0.3 0.5
C 0.6017 1.2159 -1.2364 -2.9 -4.8 -3.1
N 1.0717 0.4542 -0.2408 -1.3 -0.5 6.0
C 0.6772 0.9373 1.0156 1.0 -1.9 5.5
S 0.1051 2.5067 1.5839 -2.0 -1.1 -2.0
C -1.9299 1.8158 0.9192 1.8 0.4 15.7
C -1.9885 0.4446 1.5693 -1.8 4.1 0.2
C -2.2666 0.2315 2.9461 2.0 -5.6 -6.9
C -2.1010 -1.3892 3.1082 -3.2 12.3 12.3
O -2.2260 -1.6532 4.3266 0.4 -2.1 -1.7
N -1.8344 -2.0955 2.1668 2.0 -3.0 -10.8
C -1.7315 -3.3989 2.1828 0.6 -5.3 2.8
C -1.5379 -3.9457 1.0277 0.8 -6.4 -3.6
S -1.3822 -2.9170 -0.3085 -0.2 0.1 -0.8
C -1.7088 -1.6844 0.7433 -1.4 7.3 2.1
N -1.8900 -0.3251 0.4450 1.0 -6.9 1.3
N 0.7529 0.1071 2.1485 3.0 -1.3 -6.7
C 1.4557 -1.1294 1.3680 -5.7 7.0 0.2
C 1.6527 -2.3240 1.7731 2.6 -2.7 7.7
C 2.2457 -3.1599 0.9374 0.7 -5.5 -0.6
C 2.1130 -2.8614 -0.3248 3.1 -3.8 -8.6
C 1.8378 -1.6254 -0.8855 3.3 -7.9 -8.5
C 1.3573 -0.9229 -0.0349 -3.1 10.9 7.4
C 1.1133 2.3522 -1.4090 4.7 8.4 3.2
H 1.1095 5.2634 -3.5444 -1.2 -1.3 0.5
H 1.2416 5.3254 -1.8341 -0.2 -0.5 0.3
H 2.3785 4.7582 -2.8907 3.9 -0.9 0.0
H -0.2795 3.1981 -4.5487 2.0 0.3 3.4
H -1.0866 0.9314 -4.2685 2.0 2.0 2.4
H -0.5620 -0.3460 -2.0584 -0.7 0.6 -0.6
H -1.9252 2.0766 0.0567 -0.1 2.2 -10.8
H -2.2772 2.6430 1.6392 -0.3 -1.3 -1.4
H -2.0803 0.8672 3.7526 -0.1 0.8 1.0
H -1.6775 -4.0864 3.0456 -0.5 1.3 0.0
H -1.4482 -5.1232 0.6793 -0.2 3.3 1.7
H 1.8608 -2.6107 2.8506 -1.1 0.8 -0.9
H 2.6395 -4.1890 1.1626 -0.6 1.3 0.3
H 2.4075 -3.6717 -1.2497 -0.4 1.9 3.0
H 1.9342 -1.4511 -1.9747 -0.2 0.0 0.9
H 1.8116 2.9870 -0.4767 -1.9 -2.5 -3.2
```
Forces are in eV/Å.

Spin multiplicity ... 1
F_max ... 18.31 eV Å⁻¹
E_HOMO ... -8.129 eV
HOMO-LUMO gap ... 7.48 eV
E_LUMO ... -0.6 eV
Relative energy (zero: lowest compared OMol25 entry of this formula, charge and spin) ... 339.0 kcal/mol
SMILES string ... Cc1cccc(-n2c(SCc3cc(=O)n4ccsc4n3)nc3ccccc32)c1

These are the Löwdin partial charges, in e, on atoms 1 to 8: C -0.0206; C -0.3121; C -0.1250; C -0.0646; C -0.0147; C -0.3507; N 0.0619; C -0.6494

=====

No. 4
Molecular formula: C21H16N7O6RuS
Method: DFT, wB97M-V/def2-TZVPD

Geometry as XYZ:
```
52
Properties=species:S:1:pos:R:3:forces:R:3
Ru -0.6362 -0.2608 -0.2835 0.0 -0.2 0.1
O 2.4929 -0.8826 2.2795 0.0 0.0 0.0
C 1.4400 -0.5517 1.7711 0.0 -0.1 -0.1
O 1.2888 -0.0637 0.5725 -0.1 -0.1 0.0
C 0.1274 -0.7229 2.5214 0.0 0.0 0.0
C -0.0567 -1.0636 3.8479 0.0 0.0 0.0
C -1.3657 -1.1728 4.3154 0.0 0.0 0.0
C -2.4473 -0.9601 3.4652 0.0 0.0 0.0
C -2.1772 -0.6322 2.1481 0.0 0.1 0.0
N -0.9242 -0.5154 1.7439 0.0 0.1 0.1
C -3.1817 -0.3581 1.0338 -0.1 -0.2 0.0
O -4.3672 -0.4187 1.2637 0.0 0.1 0.0
O -2.6326 -0.0659 -0.1185 0.0 0.1 0.0
H 0.8019 -1.2357 4.4814 0.0 0.0 0.0
H -1.5434 -1.4321 5.3509 0.0 0.0 0.0
H -3.4732 -1.0456 3.7938 0.0 0.0 0.0
N 3.1725 -1.1770 -1.3739 0.1 0.0 0.0
N 3.2499 -2.5254 -0.9947 0.0 0.0 0.0
C 2.2070 -3.2476 -0.5753 0.0 0.0 0.1
N 2.4145 -4.4738 -0.0877 0.0 0.0 -0.1
N 1.0328 -2.6112 -0.6689 0.0 0.1 -0.1
N -0.0884 -3.2004 -0.2954 -0.1 0.0 0.1
O -0.2280 -4.3958 -0.0757 0.1 0.1 0.0
O -1.0637 -2.4141 -0.1963 0.3 0.0 0.0
H 2.5614 -1.1115 -2.1818 0.0 0.0 0.0
H 2.7300 -0.6541 -0.6136 0.0 0.0 -0.1
H 4.1818 -2.8735 -0.8463 0.0 0.0 0.0
H 3.3393 -4.8649 -0.0700 0.0 0.0 0.0
H 1.6071 -5.0579 0.0637 0.0 0.0 0.0
S -0.2025 3.8817 -1.9510 0.0 0.0 0.0
C -0.3655 4.0759 -0.2340 0.0 0.0 0.0
C -0.3717 5.2574 0.4992 0.0 0.0 0.0
C -0.5143 5.1696 1.8689 0.0 0.0 0.0
C -0.6469 3.9248 2.4925 0.0 0.0 0.0
C -0.6406 2.7533 1.7642 0.0 0.0 0.0
C -0.4993 2.8274 0.3798 0.0 0.0 0.0
N -0.4669 1.7678 -0.5196 -0.1 0.0 0.0
C -0.3164 2.1746 -1.7561 0.0 0.0 0.0
C -0.2658 1.1818 -2.8049 0.0 0.0 -0.1
C -0.1018 1.4736 -4.1581 0.0 0.0 0.0
C -0.0781 0.4331 -5.0655 0.0 0.0 0.0
C -0.2244 -0.8776 -4.6127 0.0 0.0 0.0
C -0.3869 -1.1514 -3.2621 0.0 0.0 0.0
C -0.4096 -0.1259 -2.3121 0.0 0.0 0.0
H -0.2687 6.2156 0.0080 0.0 0.0 0.0
H -0.5243 6.0723 2.4646 0.0 0.0 0.0
H -0.7571 3.8768 3.5676 0.0 0.0 0.0
H -0.7427 1.7988 2.2548 0.0 0.0 0.0
H 0.0034 2.4985 -4.4965 0.0 0.0 0.0
H 0.0459 0.6336 -6.1214 0.0 0.0 0.0
H -0.2175 -1.6909 -5.3285 0.0 0.0 0.0
H -0.5100 -2.1813 -2.9478 0.0 0.0 0.0
```
Forces are in eV/Å.

Spin multiplicity ... 2
F_max ... 0.27 eV Å⁻¹
E_HOMO (alpha / beta) ... -8.216 / -8.382 eV
HOMO-LUMO gap (alpha / beta) ... 7.82 / 7.89 eV
E_LUMO (alpha / beta) ... -0.4 / -0.5 eV
Relative energy (zero: lowest compared OMol25 entry of this formula, charge and spin) ... 0.4 kcal/mol

These are the Löwdin partial charges, in e, on atoms 1 to 8: Ru 1.3931; O 0.0705; C -0.5725; O -0.1771; C -0.1740; C 0.0255; C -0.0245; C 0.0323